DFT (ωB97M-V with the def2-TZVPD basis set) results for an isolated ion of composition C17H26N3O2S and charge +1.

**E**: -37446.447 eV
**Charge**: +1
**Kohn-Sham gap**: 9.2926 eV
**Structure (SMILES)**: O=C(C[NH+]1CCN(C(=O)c2cccs2)CC1)NC1CCCCC1
**2S+1**: 1
**Max |F|**: 0.801 eV/A

Bonds (Å) are listed after each position.
Atoms and positions in Å:
1 H -0.64571 -3.15952 0.04204  C15 1.090
2 H 0.94408 2.47168 6.37883  C38 1.090
3 H -0.49454 -0.93856 -1.07211  N37 1.090
4 C -1.15294 -0.20230 -5.89198  C28 1.408, C32 1.368, H43 1.075
5 C 0.39969 -0.82915 0.67089  H11 1.090, N37 1.469, H40 1.091, C49 1.553
6 H 0.09308 3.16080 2.79014  C41 1.091
7 C -0.40936 -3.25899 -2.11316  H12 1.095, C15 1.543, N21 1.446, H48 1.093
8 N -0.98811 0.96959 1.67278  C17 1.455, H27 1.014, C49 1.316
9 C -0.08655 1.78759 -5.43416  C28 1.358, H33 1.072, S42 1.713
10 H 1.97296 -2.73823 -2.89622  C47 1.096
11 H 1.35430 -0.33834 0.86081  C5 1.090
12 H -0.00846 -4.22912 -2.42603  C7 1.095
13 H -1.94836 0.29832 4.07553  C26 1.092
14 H 0.30871 0.12713 3.06419  C17 1.094
15 C 0.10660 -2.90224 -0.70381  H1 1.090, C7 1.543, H16 1.093, N37 1.475
16 H 1.03143 -3.43489 -0.46860  C15 1.093
17 C -0.27241 1.04505 2.93734  N8 1.455, H14 1.094, C26 1.529, C41 1.532
18 H 2.02538 1.44272 4.41421  C36 1.092
19 O -2.03322 -2.25936 -4.00715  C39 1.212
20 H -0.16087 3.36263 5.33433  C38 1.091
21 N -0.01515 -2.21472 -3.03191  C7 1.446, C39 1.377, C47 1.435
22 C -0.54534 1.24729 5.41958  H23 1.092, C26 1.527, H30 1.090, C38 1.525
23 H 0.01602 0.32609 5.58940  C22 1.092
24 H 2.06544 3.20058 4.27853  C36 1.090
25 C 1.52647 -1.11011 -1.51587  H34 1.091, N37 1.478, H45 1.092, C47 1.546
26 C -1.27870 1.16024 4.08260  H13 1.092, C17 1.529, C22 1.527, H29 1.092
27 H -1.74524 1.63618 1.56549  N8 1.014
28 C -0.81775 1.08972 -6.34099  C4 1.408, C9 1.358, H46 1.074
29 H -1.88086 2.06005 3.94277  C26 1.092
30 H -1.27320 1.34651 6.22450  C22 1.090
31 O -1.38859 0.24834 -0.42533  C49 1.227
32 C -0.64203 -0.49483 -4.65674  C4 1.368, C39 1.466, S42 1.743
33 H 0.29187 2.78815 -5.50138  C9 1.072
34 H 1.53781 -0.02808 -1.65639  C25 1.091
35 H 1.68090 -1.18744 -3.68941  C47 1.088
36 C 1.40624 2.33257 4.28051  H18 1.092, H24 1.090, C38 1.525, C41 1.527
37 N 0.37273 -1.45258 -0.65854  H3 1.090, C5 1.469, C15 1.475, C25 1.478
38 C 0.40917 2.43698 5.43004  H2 1.090, H20 1.091, C22 1.525, C36 1.525
39 C -0.95756 -1.71056 -3.90047  O19 1.212, N21 1.377, C32 1.466
40 H 0.21240 -1.56502 1.45363  C5 1.091
41 C 0.67398 2.24974 2.94292  H6 1.091, C17 1.532, C36 1.527, H44 1.092
42 S 0.22627 0.87505 -4.01891  C9 1.713, C32 1.743
43 H -1.74154 -0.90569 -6.45190  C4 1.075
44 H 1.39134 2.16762 2.12316  C41 1.092
45 H 2.45002 -1.42353 -1.02413  C25 1.092
46 H -1.11707 1.48788 -7.29286  C28 1.074
47 C 1.35875 -1.83079 -2.87311  H10 1.096, N21 1.435, C25 1.546, H35 1.088
48 H -1.50033 -3.31664 -2.14581  C7 1.093
49 C -0.75177 0.21219 0.62276  C5 1.553, N8 1.316, O31 1.227